P) A cluster of 2 separate species, C10H18N3O in total. Source: the Open Molecules 2025 dataset; level of theory: wB97M-V/def2-TZVPD.

Summary:
Charge: +1
Spin multiplicity: 1
HOMO level, eV: -11.47

Geometry (Å):
C -0.188 -3.800 1.862
C 0.681 0.281 2.243
C -0.211 -0.257 3.155
C 1.733 -0.460 1.702
C -0.390 -1.627 3.026
C 1.494 -1.853 1.583
C 0.369 -2.451 2.190
O 0.734 1.658 2.063
H -0.814 0.314 3.832
H 1.316 2.070 2.716
H 2.608 -0.021 1.243
H -1.170 -2.052 3.696
H 2.027 -2.532 0.927
H -0.992 -3.938 2.610
H 0.469 -4.585 1.562
H -0.909 -3.590 1.054
C -0.372 2.476 -1.175
C 0.336 3.321 -2.217
C -0.776 0.344 -2.413
N -0.043 1.029 -1.554
N -1.355 0.925 -3.487
N -0.560 -0.989 -2.472
H 0.190 2.651 -0.259
H -1.476 2.505 -1.072
H -0.298 3.901 -2.898
H 0.973 2.749 -2.899
H 0.392 0.569 -0.751
H -1.560 1.903 -3.356
H -1.960 0.413 -4.108
H -0.493 -1.588 -1.667
H -0.719 -1.482 -3.340
H 0.963 4.113 -1.796

Q) A cluster of 2 separate species, C10H18N3O in total. Source: the Open Molecules 2025 dataset; level of theory: wB97M-V/def2-TZVPD.

Summary:
Charge: +1
Spin multiplicity: 1
HOMO level, eV: -10.92

Geometry (Å):
C -0.403 -1.503 1.574
C -0.809 -2.806 2.250
C -2.498 -0.163 1.596
N -1.262 -0.366 2.014
N -3.054 -1.063 0.746
N -3.162 0.981 1.898
H 0.609 -1.239 1.874
H -0.508 -1.606 0.493
H -0.979 -2.879 3.316
H 0.068 -3.447 2.092
H -0.780 0.477 2.283
H -2.824 -1.999 1.017
H -4.015 -0.900 0.488
H -2.601 1.743 2.267
H -4.048 0.831 2.366
H -1.653 -3.312 1.781
C -0.234 -0.332 -3.390
C 0.244 0.612 -1.153
C 0.751 0.316 -2.435
C 1.143 0.993 -0.178
C 2.513 1.112 -0.431
C 2.069 0.606 -2.743
C 2.970 0.949 -1.732
O 3.313 1.581 0.574
H -0.821 0.599 -0.973
H 0.790 1.208 0.830
H -1.132 -0.677 -2.884
H 0.163 -1.248 -3.844
H 2.350 0.461 -3.780
H 2.800 1.768 1.355
H 4.022 1.145 -1.880
H -0.473 0.415 -4.149

Stability check: which of them is least stable? P).

P) A structure of composition C3H6O. Source: the Open Molecules 2025 dataset; level of theory: wB97M-V/def2-TZVPD.

Summary:
Spin multiplicity: 1
HOMO level, eV: -9.33

Geometry (Å):
C -0.067 1.039 -0.452
C 0.578 -0.292 -0.744
C -0.556 0.144 0.826
H 0.672 1.847 -0.335
H -0.773 1.356 -1.092
H 0.448 -1.030 -1.574
H 1.645 -0.064 -0.358
H 0.147 0.472 1.722
H -1.591 0.113 1.132
O -0.035 -1.005 0.341

Q) An isolated molecule of C3H6O. Source: the Open Molecules 2025 dataset; level of theory: wB97M-V/def2-TZVPD.

Summary:
SMILES string: C[C@H]1CO1
Spin multiplicity: 1
HOMO level, eV: -10.31

Geometry (Å):
C 1.138 -0.513 -0.102
C 0.081 0.526 0.148
C -1.338 0.227 -0.058
O -0.772 0.263 1.247
H 1.808 -0.637 0.752
H 1.748 -0.265 -0.973
H 0.659 -1.481 -0.267
H 0.317 1.578 -0.034
H -2.034 1.044 -0.235
H -1.609 -0.743 -0.478

R) An isolated molecule of C3H6O. Source: the Open Molecules 2025 dataset; level of theory: wB97M-V/def2-TZVPD.

Summary:
Spin multiplicity: 1
HOMO level, eV: -8.20

Geometry (Å):
C -1.455 0.173 0.251
C -0.506 -0.928 -0.102
C 1.483 -0.048 -0.266
O 0.638 -0.768 0.637
H -2.257 -0.333 0.809
H -1.923 0.539 -0.672
H -1.039 0.991 0.857
H 1.121 -0.224 -1.291
H 2.501 -0.429 -0.178
H 1.436 1.027 -0.045

S) An isolated molecule of C3H6O. Source: the Open Molecules 2025 dataset; level of theory: wB97M-V/def2-TZVPD.

Summary:
SMILES string: C=COC
Spin multiplicity: 1
HOMO level, eV: -8.78

Geometry (Å):
C -1.662 -0.065 0.030
C 0.693 0.221 -0.076
C 1.931 -0.249 0.028
H -2.168 -0.343 0.961
H -1.570 1.037 -0.015
H -2.298 -0.391 -0.818
H 0.550 1.323 -0.092
H 2.790 0.422 0.022
H 2.103 -1.326 0.055
O -0.368 -0.629 -0.095

Stability check: which of them is least stable? R).

P) An isolated molecule of C3H6O. Source: the Open Molecules 2025 dataset; level of theory: wB97M-V/def2-TZVPD.

Summary:
SMILES string: CCC=O
Spin multiplicity: 1
HOMO level, eV: -9.64

Geometry (Å):
C -0.226 -0.738 0.341
C 0.738 -0.596 -0.770
O 0.425 -0.589 -1.937
C -0.438 0.862 0.353
H -1.021 -1.461 0.076
H 1.713 -0.233 -0.389
H 0.197 -1.063 1.300
H 0.226 1.420 -0.343
H -1.439 1.143 0.035
H -0.175 1.255 1.333

Q) An isolated molecule of C3H6O. Source: the Open Molecules 2025 dataset; level of theory: wB97M-V/def2-TZVPD.

Summary:
SMILES string: C[C@H]1CO1
Spin multiplicity: 1
HOMO level, eV: -10.22

Geometry (Å):
C 0.329 -0.668 -1.348
C -0.641 -0.032 -0.320
C -0.143 0.223 1.067
O -0.637 -1.452 -0.712
H 0.172 -0.590 -2.395
H 1.526 -0.764 -1.014
H -1.438 0.603 -0.671
H 0.427 -0.656 1.300
H -1.044 0.415 1.582
H 0.446 1.173 1.029

Stability check: which of them is least stable? Q).

P) A structure of composition C3H12NO2. Source: the Open Molecules 2025 dataset; level of theory: wB97M-V/def2-TZVPD.

Summary:
Charge: +1
Spin multiplicity: 1
HOMO level, eV: -14.31

Geometry (Å):
C 1.633 -0.837 0.910
C 2.018 -0.013 -0.248
C 3.118 -0.019 -0.952
N 0.158 1.393 -0.849
H 2.469 -1.502 1.148
H 0.833 -1.571 0.779
H 1.355 -0.268 1.799
H 3.231 0.713 -1.748
H 3.957 -0.697 -0.841
H 0.255 1.337 0.179
H 0.584 2.291 -1.141
H 1.175 0.559 -0.877
H -1.263 0.105 -0.040
H -2.749 -0.269 0.246
O -1.826 -0.444 0.502
H -5.443 -0.520 -0.203
H -4.859 -0.078 1.130
O -4.645 -0.179 0.205

Q) A cluster of 2 separate species, C3H12NO2 in total. Source: the Open Molecules 2025 dataset; level of theory: wB97M-V/def2-TZVPD.

Summary:
Charge: +1
Spin multiplicity: 1
HOMO level, eV: -14.85

Geometry (Å):
C -1.412 0.681 -0.011
C -1.163 -0.701 -0.620
C 0.139 -1.111 -1.262
O 1.248 -0.390 -0.659
N -0.220 1.599 0.087
H -1.851 0.585 0.975
H -2.236 1.199 -0.483
H -1.467 -1.446 0.101
H -1.928 -0.821 -1.389
H 0.310 -2.175 -1.099
H 0.200 -0.896 -2.312
H 1.900 -0.184 -1.338
H 0.562 1.065 0.501
H -0.475 2.350 0.709
H -0.002 1.890 -0.850
H 0.707 -0.930 1.629
H 1.068 -0.269 3.028
O 0.995 -0.131 2.079

R) A cluster of 3 separate species, C3H12NO2 in total. Source: the Open Molecules 2025 dataset; level of theory: wB97M-V/def2-TZVPD.

Summary:
Charge: +1
Spin multiplicity: 1
HOMO level, eV: -13.92

Geometry (Å):
C -1.384 0.788 3.508
C -0.927 1.400 2.229
C -1.149 0.739 1.083
N -0.247 1.022 -0.068
H -1.971 -0.119 3.377
H -1.979 1.442 4.145
H -0.523 0.533 4.133
H -0.418 2.357 2.325
H -2.127 0.352 0.834
H -0.568 1.757 -0.706
H -0.234 0.186 -0.668
H 0.701 1.243 0.213
H 1.405 -1.019 -2.513
H 0.138 -0.465 -2.985
O 0.676 -0.463 -2.180
H 2.797 -3.042 -3.788
H 2.171 -3.399 -2.481
O 2.232 -2.660 -3.100

Stability check: which of them is least stable? P).

P) An isolated molecule of C4H3N3. Source: the Open Molecules 2025 dataset; level of theory: wB97M-V/def2-TZVPD.

Summary:
SMILES string: N#Cc1c[nH]cn1
Spin multiplicity: 1
HOMO level, eV: -9.27

Geometry (Å):
C -2.382 -0.120 0.039
C -0.895 -0.068 0.316
C 0.155 0.939 0.139
C 1.141 -0.992 -0.132
H 0.054 1.974 0.458
H 2.203 1.062 -0.318
H 2.006 -1.718 -0.162
N -3.492 -0.141 -0.286
N 1.405 0.348 -0.261
N -0.195 -1.284 0.208

Q) A cluster of 2 separate species, C4H3N3 in total. Source: the Open Molecules 2025 dataset; level of theory: wB97M-V/def2-TZVPD.

Summary:
SMILES string: C#CC#N.N#CN
Spin multiplicity: 1
HOMO level, eV: -9.84

Geometry (Å):
N -1.928 -0.764 0.997
C -0.816 -0.100 0.764
N -0.114 0.830 0.973
H -2.422 -0.466 1.829
H -2.202 -1.463 0.321
C 1.902 0.235 0.336
C 1.396 0.268 -1.058
C 0.869 0.555 -2.109
N 2.870 0.095 0.989
H 0.445 0.811 -3.043

Stability check: which of them is least stable? Q).

P) An isolated molecule of C4H3N3. Source: the Open Molecules 2025 dataset; level of theory: wB97M-V/def2-TZVPD.

Summary:
SMILES string: C#Cc1cn[nH]n1
Spin multiplicity: 1
HOMO level, eV: -9.52

Geometry (Å):
C -0.997 -1.768 1.869
C -0.597 -0.966 1.067
C -0.099 -0.033 0.107
C 0.969 -0.178 -0.800
N 1.083 0.941 -1.502
N 0.116 1.697 -1.016
N -0.624 1.185 -0.059
H -1.359 -2.476 2.582
H 1.630 -1.019 -0.958
H -0.040 2.634 -1.352

Q) An isolated molecule of C4H3N3. Source: the Open Molecules 2025 dataset; level of theory: wB97M-V/def2-TZVPD.

Summary:
SMILES string: N#Cc1ncc[nH]1
Spin multiplicity: 1
HOMO level, eV: -9.42

Geometry (Å):
N -2.044 -2.451 -0.985
C -1.486 -1.521 -0.581
C -0.720 -0.412 -0.102
N -0.992 0.350 0.926
C 0.101 1.192 1.014
C 0.977 0.947 -0.001
N 0.488 -0.109 -0.688
H 0.734 1.260 1.878
H 1.916 1.447 -0.165
H 1.027 -0.702 -1.296

R) A cluster of 2 separate species, C4H3N3 in total. Source: the Open Molecules 2025 dataset; level of theory: wB97M-V/def2-TZVPD.

Summary:
Spin multiplicity: 1
HOMO level, eV: -10.05

Geometry (Å):
C -0.597 0.476 -1.579
C -1.167 1.012 0.691
C 0.964 -0.782 0.214
C -0.894 0.021 -0.277
N -0.309 0.833 -2.629
N -1.343 1.807 1.498
N 1.888 -0.813 1.048
H -1.474 -0.892 -0.197
H 1.062 -1.400 -0.667
H 1.870 -0.262 1.900

S) An isolated molecule of C4H3N3. Source: the Open Molecules 2025 dataset; level of theory: wB97M-V/def2-TZVPD.

Summary:
Spin multiplicity: 1
HOMO level, eV: -9.72

Geometry (Å):
C 2.662 -0.494 0.297
C 1.545 -0.457 0.903
C 0.301 -0.222 0.432
C -0.094 0.961 -0.392
N -1.443 0.656 -0.850
N -1.803 -0.444 -0.409
N -0.802 -0.987 0.406
H 0.600 1.003 -1.243
H -0.049 1.923 0.126
H -0.917 -1.938 0.729

Stability check: which of them is least stable? S).